Formula: C5H15NO2
Source: the OMol25 dataset
Level of theory: ωB97M-V/def2-TZVPD

Summary:
Spin multiplicity   1
SMILES string   C=C(N)CCC.O.O
Total charge   0

Last column: Mulliken charge in e.
Geometry (Å):
C1 -1.247 2.005 1.284  -0.9611
C2 -1.298 0.567 0.765  -0.3850
C3 -1.416 0.305 -0.759  -1.0340
C4 -0.484 1.123 -1.626  0.8603
C5 -0.809 2.355 -2.008  -1.2200
N1 0.701 0.473 -1.921  -0.4183
H1 -2.066 2.131 1.995  0.2619
H2 -1.271 2.766 0.512  0.3171
H3 -0.330 2.173 1.852  0.2456
H4 -0.420 0.017 1.130  0.2548
H5 -2.146 0.031 1.194  0.3674
H6 -1.273 -0.752 -0.946  0.4396
H7 -2.415 0.607 -1.055  0.3117
H8 -1.768 2.778 -1.753  0.2938
H9 -0.197 3.014 -2.602  0.2746
H10 0.630 -0.534 -2.003  0.1975
H11 1.333 0.889 -2.586  0.2119
H12 2.724 -2.594 -1.920  0.3178
H13 2.121 -2.449 -3.340  0.3177
O1 1.906 -2.400 -2.401  -0.6532
H14 0.818 -3.158 6.155  0.3208
H15 1.383 -2.842 4.774  0.3201
O2 1.650 -3.015 5.688  -0.6410

---

Formula: C5H15NO2
Source: the OMol25 dataset
Level of theory: ωB97M-V/def2-TZVPD

Summary:
Spin multiplicity   1
SMILES string   CC/C(C)=C/N.O.O
Total charge   0

Last column: Mulliken charge in e.
Geometry (Å):
C1 0.336 -1.762 -1.740  -1.1734
C2 0.399 -0.234 -1.781  -0.3589
C3 -0.519 0.500 -0.953  0.5388
C4 -0.609 0.145 0.395  -0.3120
N1 -1.229 0.828 1.397  -0.4995
C5 -1.210 1.495 -1.728  -1.3759
H1 0.745 -2.197 -2.694  0.3334
H2 0.890 -2.257 -0.957  0.2325
H3 -0.715 -2.003 -1.726  0.3664
H4 1.478 0.221 -1.560  0.2108
H5 0.473 0.141 -2.886  0.3147
H6 -0.456 -0.872 0.767  0.2861
H7 -0.918 0.603 2.315  0.2715
H8 -1.460 1.766 0.988  0.2081
H9 -1.698 1.102 -2.783  0.2740
H10 -0.769 2.564 -1.989  0.2355
H11 -2.118 1.846 -1.261  0.4484
H12 1.871 1.525 2.618  0.2695
H13 0.972 2.636 2.897  0.2878
O1 1.116 1.753 3.011  -0.5676
H14 0.606 -2.808 3.043  0.2919
H15 1.898 -2.428 2.442  0.3154
O2 0.917 -2.564 2.185  -0.5976

---

Formula: C5H15NO2
Source: the OMol25 dataset
Level of theory: ωB97M-V/def2-TZVPD

Summary:
Spin multiplicity   2
Total charge   +1

Last column: Mulliken spin population.
Geometry (Å):
C1 -2.006 0.642 0.214  0.0409
N1 -1.076 0.143 -0.781  0.0090
C2 0.294 0.567 -0.708  0.3349
C3 1.282 -0.270 -0.327  0.3595
C4 2.678 0.115 -0.003  0.0144
C5 0.472 2.029 -1.076  0.0011
H1 -2.204 1.743 0.256  0.0006
H2 -2.937 0.107 0.067  -0.0006
H3 -1.608 0.331 1.178  -0.0080
H4 -1.438 0.097 -1.689  0.0087
H5 0.915 -1.239 0.010  0.0702
H6 3.335 0.084 -0.888  0.0624
H7 2.693 1.164 0.334  0.0240
H8 3.099 -0.559 0.747  0.0036
H9 -0.132 2.746 -0.506  0.0280
H10 0.111 2.144 -2.139  0.0394
H11 1.509 2.411 -1.065  0.0066
H12 -1.337 -3.163 -0.174  0.0003
H13 -1.621 -1.665 -0.155  -0.0009
O1 -1.690 -2.491 0.372  0.0001
H14 0.384 -1.071 2.043  0.0000
H15 -0.578 -2.160 1.795  -0.0006
O2 -0.145 -1.705 2.496  0.0063

---

Formula: C5H15NO3
Source: the OMol25 dataset
Level of theory: ωB97M-V/def2-TZVPD

Summary:
Spin multiplicity   1
Total charge   0

Last column: Mulliken charge in e.
Geometry (Å):
C1 -1.340 -0.616 0.095  1.1418
C2 -0.820 1.665 -1.059  -0.7591
C3 -0.666 -1.973 -0.021  -1.3024
N1 -2.674 -0.649 -0.341  -0.6133
O1 -0.453 0.285 -1.029  -0.3097
O2 -1.233 -0.004 1.268  -0.6657
H1 -0.183 0.312 1.370  0.3640
H2 -3.191 0.186 -0.108  0.3169
H3 -2.800 -0.946 -1.296  0.2143
H4 -0.301 2.131 -1.899  0.2924
H5 -0.543 2.157 -0.126  0.3518
H6 -1.893 1.762 -1.234  0.2675
H7 0.338 -1.920 0.392  0.2127
H8 -1.246 -2.691 0.555  0.3746
H9 -0.612 -2.298 -1.060  0.3295
C4 1.506 0.232 -1.047  -0.6021
C5 2.194 0.331 1.828  -0.7661
O3 1.089 0.762 1.113  -0.5872
H10 3.116 0.412 1.217  0.2489
H11 1.283 0.143 -2.102  0.3505
H12 1.913 -0.661 -0.604  0.3341
H13 2.029 1.141 -0.796  0.2834
H14 2.122 -0.718 2.166  0.2654
H15 2.363 0.956 2.718  0.2579

---

Formula: C5H15NO3
Source: the OMol25 dataset
Level of theory: ωB97M-V/def2-TZVPD

Summary:
Spin multiplicity   1
SMILES string   C=C/C=C/NC.O.O.O
Total charge   0

Last column: Mulliken charge in e.
Geometry (Å):
C1 2.092 1.993 -1.011  -1.0380
N1 0.990 1.217 -1.561  -0.1755
C2 0.643 -0.011 -1.044  0.0280
C3 1.497 -0.644 -0.185  -0.5304
C4 1.310 -1.816 0.635  -0.0395
C5 0.412 -2.776 0.507  -1.0104
H1 1.909 3.060 -1.109  0.3554
H2 1.978 1.893 0.066  0.3318
H3 3.072 1.562 -1.233  0.3125
H4 0.431 1.494 -2.346  0.2360
H5 -0.289 -0.461 -1.361  0.4273
H6 2.501 -0.244 -0.262  0.2830
H7 2.072 -1.970 1.402  0.2954
H8 0.196 -3.710 1.030  0.2170
H9 -0.433 -2.829 -0.181  0.2748
H10 -1.575 1.358 1.944  0.2863
H11 -0.060 1.727 1.749  0.2885
O1 -0.701 1.004 1.901  -0.5765
H12 -2.457 0.989 -0.407  0.3269
H13 -2.743 1.919 -1.496  0.3106
O2 -3.098 1.671 -0.634  -0.6348
H14 -2.231 -2.478 0.855  0.3133
H15 -3.196 -1.265 1.397  0.2971
O3 -2.322 -1.683 1.344  -0.5788

---

Formula: C5H15NOS
Source: the OMol25 dataset
Level of theory: ωB97M-V/def2-TZVPD

Summary:
Spin multiplicity   1
SMILES string   CCNCCCS.O
Total charge   0

Last column: Mulliken charge in e.
Geometry (Å):
C1 -0.216 -2.004 -0.185  -0.6146
C2 -1.318 -1.232 -0.934  -0.4662
S1 -2.647 -0.836 0.240  -0.2177
C3 0.453 -1.213 0.930  -0.7067
N1 1.382 -0.184 0.470  -0.2686
C4 0.917 1.127 -0.024  0.0726
C5 1.625 1.483 -1.319  -1.4599
H1 0.538 -2.284 -0.927  0.3201
H2 -0.616 -2.976 0.118  0.3579
H3 -0.945 -0.308 -1.368  0.2029
H4 -1.640 -1.867 -1.760  0.3813
H5 -3.649 -0.510 -0.586  0.1212
H6 -0.257 -0.772 1.631  0.2883
H7 1.093 -1.828 1.557  0.3240
H8 2.051 -0.537 -0.203  0.2427
H9 -0.171 1.110 -0.072  0.1634
H10 1.199 1.891 0.711  0.1534
H11 2.700 1.358 -1.168  0.3699
H12 1.168 0.952 -2.156  0.3119
H13 1.558 2.535 -1.591  0.4094
H14 -0.661 2.661 1.998  0.3396
H15 -1.319 1.315 2.057  0.3385
O1 -1.247 2.119 2.583  -0.6635

---

Formula: C5H15NOSi2
Source: the OMol25 dataset
Level of theory: ωB97M-V/def2-TZVPD

Summary:
Spin multiplicity   1
Total charge   0

Last column: Mulliken charge in e.
Geometry (Å):
C1 2.103 -0.545 0.316  0.3574
C2 -0.901 -2.100 -0.749  -1.0612
C3 -1.057 -0.266 1.973  -0.9147
C4 -2.519 0.427 -0.789  -1.0471
C5 0.642 0.558 -0.429  -0.4203
N1 3.125 -0.510 -0.580  -0.3567
O1 2.039 -1.137 1.390  -0.5540
Si1 1.118 2.320 0.021  0.4448
Si2 -0.960 -0.359 0.025  0.3061
H1 -0.931 -2.118 -1.782  0.3884
H2 -0.024 -2.554 -0.287  0.3031
H3 -1.786 -2.790 -0.363  0.2693
H4 -2.092 -0.623 2.294  0.2902
H5 -0.282 -0.964 2.303  0.2689
H6 -0.945 0.801 2.280  0.3082
H7 -2.755 0.296 -1.906  0.2993
H8 -3.519 0.086 -0.307  0.2832
H9 -2.357 1.494 -0.711  0.2989
H10 0.881 0.484 -1.537  0.4941
H11 2.928 -0.149 -1.563  0.2662
H12 3.946 -0.847 -0.188  0.2527
H13 1.537 2.756 1.418  -0.1146
H14 2.024 2.677 -0.945  -0.2218
H15 -0.218 3.064 0.117  -0.1403

---

Formula: C5H16Cd2O8
Source: the OMol25 dataset
Level of theory: ωB97M-V/def2-TZVPD

Summary:
Spin multiplicity   1
Total charge   +2

Last column: Mulliken charge in e.
Geometry (Å):
Cd1 3.191 -3.211 1.151  1.1393
Cd2 -0.278 -4.268 -2.444  1.1762
O1 2.073 -6.215 -0.546  -0.5679
H1 1.801 -7.033 -0.086  0.3428
O2 0.496 -1.354 -0.231  -0.6272
H2 -0.157 -0.960 0.379  0.3277
C1 -3.056 0.899 3.819  -0.2064
C2 -3.683 1.270 2.507  -0.2659
O3 -4.629 2.260 2.886  -0.3545
C3 -4.708 2.456 4.159  0.7549
O4 -5.515 3.173 4.762  -0.5464
O5 -3.798 1.688 4.692  -0.3627
H3 -2.028 1.225 3.975  0.2749
H4 -3.240 -0.157 4.017  0.2274
H5 -4.258 0.436 2.105  0.2476
H6 -2.981 1.578 1.731  0.2465
O6 0.339 -4.691 3.489  -0.6293
H7 -0.142 -4.746 4.315  0.3297
H8 -0.325 -4.836 2.815  0.3129
O7 2.648 -2.985 -4.923  -0.6489
H9 2.875 -3.002 -5.853  0.3360
H10 3.419 -2.611 -4.495  0.3229
C4 1.870 3.520 -3.778  -1.0545
C5 3.054 3.718 -2.846  -0.1626
O8 2.693 3.133 -1.656  -0.4268
H11 0.980 4.041 -3.424  0.2933
H12 1.687 2.475 -4.028  0.3765
H13 2.112 3.998 -4.727  0.3131
H14 3.249 4.777 -2.676  0.2953
H15 3.931 3.155 -3.165  0.2323
H16 2.377 2.268 -1.926  0.3039

---

Formula: C5H16N2O
Source: the OMol25 dataset
Level of theory: ωB97M-V/def2-TZVPD

Summary:
Spin multiplicity   1
SMILES string   CC(C)CNCN.O
Total charge   0

Last column: Mulliken charge in e.
Geometry (Å):
C1 0.529 -1.117 0.419  -1.0670
C2 0.980 -0.958 -1.049  0.9910
C3 1.570 -2.289 -1.530  -1.4512
C4 -0.140 -0.458 -1.942  -1.1510
N1 -0.089 0.069 0.978  -0.1643
C5 0.086 0.293 2.425  -0.5888
N2 0.654 1.577 2.782  -0.6210
H1 -0.164 -1.966 0.409  0.2283
H2 1.395 -1.393 0.999  0.4544
H3 1.762 -0.192 -1.062  0.2094
H4 2.547 -2.156 -2.005  0.3354
H5 1.721 -2.954 -0.679  0.3858
H6 0.922 -2.813 -2.219  0.3536
H7 0.163 0.105 -2.828  0.3484
H8 -0.915 0.161 -1.462  0.0247
H9 -0.750 -1.263 -2.365  0.3321
H10 -1.057 0.140 0.736  0.2070
H11 0.737 -0.495 2.806  0.3325
H12 -0.886 0.250 2.921  0.3690
H13 1.482 1.769 2.232  0.2377
H14 -0.034 2.297 2.599  0.2395
H15 -3.335 1.590 -1.826  0.3209
H16 -2.358 2.332 -0.912  0.3154
O1 -2.958 2.465 -1.665  -0.6419

---

Formula: C5H16N2O
Source: the OMol25 dataset
Level of theory: ωB97M-V/def2-TZVPD

Summary:
Spin multiplicity   1
SMILES string   CC(C)CNCN.O
Total charge   0

Last column: Mulliken charge in e.
Geometry (Å):
C1 -0.804 -0.525 -0.105  -1.0072
C2 0.078 -0.218 -1.329  0.7226
C3 -0.635 -0.750 -2.580  -1.3407
C4 0.177 1.329 -1.459  -1.2561
N1 -0.040 -0.208 1.122  -0.3926
C5 0.847 -1.244 1.648  -0.3146
N2 2.134 -0.674 2.136  -0.6836
H1 -1.709 0.185 -0.158  0.2609
H2 -1.269 -1.456 -0.059  0.4993
H3 1.132 -0.711 -1.180  0.1941
H4 -0.675 -1.876 -2.499  0.3644
H5 -1.641 -0.182 -2.687  0.2640
H6 -0.119 -0.497 -3.559  0.3557
H7 -0.891 1.659 -1.644  0.2910
H8 0.974 1.742 -2.312  0.2569
H9 0.489 2.014 -0.669  0.4019
H10 0.382 0.642 0.886  0.2737
H11 1.148 -2.054 0.785  0.2602
H12 0.396 -1.710 2.608  0.3037
H13 2.113 0.040 2.926  0.2583
H14 2.522 -0.015 1.382  0.2526
H15 -1.460 1.935 2.782  0.2918
H16 -1.353 0.870 2.021  0.3682
O1 -1.795 1.705 1.945  -0.6246

---

Formula: C5H16N2O
Source: the OMol25 dataset
Level of theory: ωB97M-V/def2-TZVPD

Summary:
Spin multiplicity   1
SMILES string   CC(C)NCCN.O
Total charge   0

Last column: Mulliken charge in e.
Geometry (Å):
N1 1.556 -2.574 0.705  -0.4297
C1 1.541 -1.609 -0.329  -0.4912
C2 1.458 -0.199 0.289  -0.5901
N2 0.025 0.171 0.536  -0.2153
C3 0.142 2.538 -0.267  -1.3866
C4 -0.524 1.159 -0.383  0.4972
C5 -2.058 1.395 -0.207  -1.2589
H1 2.090 -2.440 1.528  0.1506
H2 0.791 -3.195 0.790  0.2208
H3 2.572 -1.489 -0.842  0.2628
H4 0.799 -1.769 -1.159  0.2630
H5 1.855 0.577 -0.481  0.2792
H6 2.070 -0.141 1.235  0.3065
H7 -0.181 0.335 1.501  0.2398
H8 -0.412 3.270 0.337  0.4051
H9 1.040 2.605 0.344  0.4141
H10 0.300 2.981 -1.250  0.2928
H11 -0.449 0.788 -1.393  0.1672
H12 -2.596 0.421 -0.063  0.1734
H13 -2.390 2.076 0.582  0.3600
H14 -2.540 1.805 -1.087  0.3931
H15 -0.989 -2.105 0.089  0.3080
H16 -2.355 -1.944 -0.309  0.3235
O1 -1.744 -2.658 -0.164  -0.6855

---

Formula: C5H16N2O
Source: the OMol25 dataset
Level of theory: ωB97M-V/def2-TZVPD

Summary:
Spin multiplicity   1
Total charge   +2

Last column: Mulliken charge in e.
Geometry (Å):
C1 -1.980 -0.527 -0.239  -1.2858
C2 -0.698 -1.255 -0.449  0.4128
C3 0.362 -1.076 0.649  -1.2191
C4 0.904 0.398 0.880  -0.5190
C5 2.353 1.964 -0.227  -0.0205
N1 1.555 0.918 -0.270  0.1113
N2 -1.048 -2.694 -0.422  -0.2572
H1 -1.827 0.638 -0.386  0.2097
H2 -2.600 -0.573 -1.233  0.4192
H3 -2.405 -0.602 0.736  0.4188
H4 -0.348 -1.101 -1.531  0.2993
H5 1.253 -1.688 0.458  0.4020
H6 0.042 -1.504 1.598  0.5341
H7 1.544 0.281 1.846  0.3902
H8 0.093 1.078 1.275  0.2964
H9 2.454 2.546 -1.179  0.2614
H10 3.110 2.321 0.626  0.3150
H11 1.122 0.583 -1.100  0.1371
H12 -1.982 -2.898 -0.948  0.4253
H13 -1.292 -2.995 0.414  0.2891
H14 -0.470 -3.262 -0.999  0.3401
H15 -0.436 3.152 -0.584  0.2722
H16 0.084 3.340 1.017  0.3520
O1 0.210 2.954 0.069  -0.5845

---

no.,E_tot (a.u.),largest force on an atom (Eh/bohr),molar mass (g mol⁻¹)
1,-404.7118,0.0255,121.18
2,-404.6267,0.1100,121.18
3,-404.3662,0.1194,121.18
4,-479.8221,0.0246,137.18
5,-479.8841,0.0490,137.18
6,-727.6560,0.0293,137.25
7,-908.4369,0.0892,161.35
8,-1136.3843,0.0845,429.00
9,-384.8296,0.0298,120.20
10,-384.7742,0.0637,120.20
11,-384.8062,0.0644,120.20
12,-384.1431,0.1399,120.20